{"formula": "C68H187N17O17", "method": "ωB97M-V/def2-TZVPD", "symbols": ["C", "C", "C", "O", "C", "N", "H", "H", "H", "H", "H", "H", "H", "H", "H", "H", "H", "C", "C", "C", "O", "C", "N", "H", "H", "H", "H", "H", "H", "H", "H", "H", "H", "H", "C", "C", "C", "O", "C", "N", "H", "H", "H", "H", "H", "H", "H", "H", "H", "H", "H", "C", "C", "C", "O", "C", "N", "H", "H", "H", "H", "H", "H", "H", "H", "H", "H", "H", "C", "C", "C", "O", "C", "N", "H", "H", "H", "H", "H", "H", "H", "H", "H", "H", "H", "C", "C", "C", "O", "C", "N", "H", "H", "H", "H", "H", "H", "H", "H", "H", "H", "H", "C", "C", "C", "O", "C", "N", "H", "H", "H", "H", "H", "H", "H", "H", "H", "H", "H", "C", "C", "C", "O", "C", "N", "H", "H", "H", "H", "H", "H", "H", "H", "H", "H", "H", "C", "C", "C", "O", "C", "N", "H", "H", "H", "H", "H", "H", "H", "H", "H", "H", "H", "C", "C", "C", "O", "C", "N", "H", "H", "H", "H", "H", "H", "H", "H", "H", "H", "H", "C", "C", "C", "O", "C", "N", "H", "H", "H", "H", "H", "H", "H", "H", "H", "H", "H", "C", "C", "C", "O", "C", "N", "H", "H", "H", "H", "H", "H", "H", "H", "H", "H", "H", "C", "C", "C", "O", "C", "N", "H", "H", "H", "H", "H", "H", "H", "H", "H", "H", "H", "C", "C", "C", "O", "C", "N", "H", "H", "H", "H", "H", "H", "H", "H", "H", "H", "H", "C", "C", "C", "O", "C", "N", "H", "H", "H", "H", "H", "H", "H", "H", "H", "H", "H", "C", "C", "C", "O", "C", "N", "H", "H", "H", "H", "H", "H", "H", "H", "H", "H", "H", "C", "C", "C", "O", "C", "N", "H", "H", "H", "H", "H", "H", "H", "H", "H", "H", "H"], "coordinates": [[17.4516, -13.0199, 18.5773], [18.1307, -13.4918, 17.3445], [17.7631, -12.5771, 16.1556], [16.2939, -12.4165, 16.0696], [15.8131, -11.6036, 15.0026], [19.6281, -13.4050, 17.5243], [16.4242, -13.3838, 18.5926], [17.4547, -11.9341, 18.4818], [18.0211, -13.3266, 19.4546], [17.8642, -14.5465, 17.2754], [18.0646, -13.0386, 15.2154], [18.2616, -11.6086, 16.1154], [14.7428, -11.4490, 15.1398], [16.0834, -12.1765, 14.1156], [16.2387, -10.6064, 14.8909], [20.1420, -13.8351, 16.7686], [19.7825, -12.4139, 17.6426], [7.2832, -6.2688, 7.3431], [8.3631, -7.3648, 7.7122], [9.4878, -6.7877, 8.6304], [10.3374, -7.8603, 9.0211], [10.8947, -7.7193, 10.3659], [7.5984, -8.5157, 8.3314], [6.8734, -5.7726, 8.2228], [6.4204, -6.7655, 6.8994], [7.4653, -5.4622, 6.6331], [8.8112, -7.8566, 6.8488], [8.9568, -6.3920, 9.4962], [10.1468, -6.0706, 8.1411], [11.3115, -6.7208, 10.4972], [11.6538, -8.4895, 10.5027], [10.1486, -7.9514, 11.1259], [8.3594, -9.0706, 8.6961], [7.3358, -8.9953, 7.4822], [7.1212, -5.7926, 18.5213], [6.7734, -5.4204, 19.9511], [7.9050, -4.7432, 20.7010], [8.8828, -5.6233, 21.1134], [10.1576, -5.2768, 20.6141], [5.6794, -4.4489, 19.8909], [7.6182, -6.7627, 18.5220], [7.7455, -5.1082, 17.9470], [6.3167, -6.1593, 17.8837], [6.4133, -6.2454, 20.5658], [7.4606, -4.2941, 21.5892], [8.2240, -3.8515, 20.1614], [10.4770, -4.2782, 20.9123], [10.0784, -5.3970, 19.5336], [10.9372, -5.9595, 20.9523], [5.4336, -4.1093, 20.8098], [5.8086, -3.7165, 19.2075], [12.7144, -21.3598, 19.6080], [13.8804, -20.8249, 18.8743], [14.0454, -19.2837, 18.8156], [12.9742, -18.6250, 18.1477], [12.9880, -17.2216, 18.3676], [15.1258, -21.4350, 19.3129], [12.5132, -22.4305, 19.5737], [11.7802, -20.8572, 19.3576], [12.9179, -20.9987, 20.6161], [13.8238, -21.2690, 17.8805], [15.0067, -19.0123, 18.3794], [14.1100, -18.8675, 19.8210], [13.6250, -16.7856, 17.5980], [13.3332, -16.9331, 19.3605], [11.9534, -16.9080, 18.2282], [14.8678, -22.4097, 19.2538], [15.7195, -21.4228, 18.4959], [13.5217, -13.6247, 18.0988], [12.9937, -12.4615, 18.9480], [11.7835, -12.9698, 19.6832], [10.7081, -13.4706, 18.8670], [9.8633, -14.4076, 19.5696], [13.9907, -11.9746, 19.9496], [14.1728, -13.2790, 17.2960], [12.7850, -14.2404, 17.5828], [14.1394, -14.2925, 18.6993], [12.6480, -11.6678, 18.2857], [11.3199, -12.1967, 20.2960], [12.0298, -13.7528, 20.4004], [9.2908, -13.9328, 20.3664], [10.3245, -15.2788, 20.0347], [9.1420, -14.7954, 18.8503], [14.8505, -11.8876, 19.4267], [14.0478, -12.6015, 20.7394], [15.5385, -6.1088, 13.7087], [14.3023, -5.4576, 14.2343], [13.2311, -6.4372, 14.7383], [12.1422, -5.8456, 15.3778], [11.5563, -4.7769, 14.6806], [14.7002, -4.5948, 15.3546], [16.3559, -5.3923, 13.6271], [15.4236, -6.4623, 12.6840], [15.8440, -6.9522, 14.3279], [13.8102, -4.8140, 13.5051], [13.5626, -7.2891, 15.3320], [12.8993, -6.9108, 13.8143], [10.4890, -4.7168, 14.8933], [11.6076, -4.9937, 13.6136], [11.9190, -3.7696, 14.8852], [13.8945, -4.5224, 15.9594], [15.2600, -5.2017, 15.9363], [4.8165, -13.5564, 13.2186], [5.1125, -12.9032, 14.5623], [5.6290, -13.8795, 15.6471], [5.5344, -13.2610, 16.9293], [5.7120, -14.1332, 18.0542], [6.1520, -11.8831, 14.2840], [4.5915, -12.8783, 12.3954], [3.8912, -14.1079, 13.3853], [5.5986, -14.2596, 12.9322], [4.1297, -12.5249, 14.8435], [6.6090, -14.3003, 15.4220], [5.0248, -14.7785, 15.5258], [5.0227, -14.9775, 18.0573], [5.6026, -13.5344, 18.9584], [6.7340, -14.4361, 18.2819], [5.7282, -10.9671, 14.2478], [6.6578, -11.8546, 15.1578], [5.6193, -18.0318, 13.5190], [4.5318, -17.9634, 12.4473], [4.9178, -17.0824, 11.1916], [3.8179, -16.6283, 10.3942], [2.8057, -15.8210, 10.9180], [4.2907, -19.3761, 12.0840], [5.2154, -18.5525, 14.3872], [5.8750, -16.9924, 13.7247], [6.5626, -18.4585, 13.1781], [3.6458, -17.5997, 12.9678], [5.4562, -17.7648, 10.5340], [5.5541, -16.2130, 11.3570], [3.0271, -14.7547, 10.8723], [2.4316, -16.0861, 11.9069], [1.9165, -15.8484, 10.2882], [3.6313, -19.5407, 11.3368], [3.7430, -19.6286, 12.8941], [5.7340, -13.7003, 22.4269], [6.9945, -13.1202, 21.8197], [6.9643, -11.6250, 21.3484], [6.3162, -11.4485, 20.1114], [6.1687, -10.0676, 19.7864], [7.9966, -13.4176, 22.8116], [5.5220, -13.2215, 23.3829], [5.7309, -14.7805, 22.5728], [4.8750, -13.4873, 21.7907], [7.2609, -13.7150, 20.9460], [8.0083, -11.3622, 21.1778], [6.5312, -11.2029, 22.2552], [5.8836, -9.3978, 20.5977], [5.3976, -10.0755, 19.0160], [7.0860, -9.6512, 19.3702], [7.8619, -14.2294, 23.3971], [7.8389, -12.7237, 23.5284], [10.5834, -13.7713, 13.5548], [9.5817, -12.7683, 14.0838], [9.3118, -12.8363, 15.5481], [8.3817, -11.8396, 15.9663], [8.4196, -11.5377, 17.2887], [10.1166, -11.4160, 13.7501], [11.6214, -13.4427, 13.5023], [10.4112, -14.0871, 12.5259], [10.3918, -14.7237, 14.0491], [8.5902, -12.7835, 13.6313], [10.2779, -12.8494, 16.0526], [8.8712, -13.7862, 15.8509], [8.2951, -12.4898, 17.8044], [7.6259, -10.8545, 17.5911], [9.3789, -11.2548, 17.7220], [9.7522, -10.7575, 14.4236], [11.1264, -11.4025, 13.7698], [10.0889, -17.1689, 9.4604], [11.1924, -17.4025, 10.4529], [12.5346, -16.8467, 9.8794], [12.5293, -15.4437, 9.5121], [13.8298, -15.0256, 9.1056], [10.9711, -16.5281, 11.6376], [9.7026, -16.1498, 9.4472], [9.2654, -17.8130, 9.7687], [10.2831, -17.5474, 8.4568], [11.2257, -18.4524, 10.7438], [12.6206, -17.3166, 8.8997], [13.4688, -17.1513, 10.3512], [14.1182, -15.7127, 8.3101], [14.6397, -15.0626, 9.8341], [13.6857, -14.0220, 8.7056], [9.9822, -16.5789, 11.8365], [11.1058, -15.6356, 11.1842], [7.2641, -17.4532, 16.4450], [8.3061, -17.6777, 17.5377], [7.7079, -18.1190, 18.9293], [7.1624, -19.4445, 18.9191], [6.7516, -19.9228, 20.1546], [9.3525, -18.6198, 17.0682], [6.4904, -16.7704, 16.7959], [6.6438, -18.3319, 16.2685], [7.7332, -17.2004, 15.4941], [8.8010, -16.7066, 17.5290], [6.9074, -17.4475, 19.2398], [8.5082, -18.0648, 19.6674], [6.4874, -20.9802, 20.1412], [5.7548, -19.5279, 20.3509], [7.4756, -19.7186, 20.9434], [9.9245, -18.7878, 17.8836], [8.8780, -19.5027, 16.9443], [9.6712, -22.1338, 9.6174], [10.3716, -22.7800, 10.7927], [10.0345, -22.1163, 12.1617], [10.0805, -20.7167, 12.1281], [9.4656, -19.9696, 13.1431], [10.0847, -24.1708, 10.8182], [8.5910, -22.0672, 9.7466], [9.9131, -22.4063, 8.5900], [9.8793, -21.0654, 9.5594], [11.4434, -22.7420, 10.5981], [10.6176, -22.6461, 12.9150], [9.0236, -22.4648, 12.3733], [8.5253, -20.4298, 13.4468], [9.3341, -18.8964, 13.0055], [10.0304, -20.0890, 14.0677], [9.1870, -24.4680, 11.1732], [10.1095, -24.5714, 9.8914], [7.1449, -8.8638, 12.1325], [5.7867, -8.6500, 11.6040], [4.7462, -8.2473, 12.7437], [4.6799, -9.3152, 13.7408], [3.9782, -8.8300, 14.9586], [5.7845, -7.6114, 10.5276], [7.9360, -9.0090, 11.3969], [7.0582, -9.7153, 12.8073], [7.3554, -7.9735, 12.7251], [5.4964, -9.6050, 11.1662], [3.8344, -8.1690, 12.1516], [5.0555, -7.3082, 13.2025], [3.8218, -9.5748, 15.7389], [2.9592, -8.4888, 14.7760], [4.5325, -7.9805, 15.3577], [6.0446, -6.7315, 10.9497], [6.4546, -7.7937, 9.7943], [15.0967, -16.7865, 12.8957], [13.8809, -17.3144, 13.6240], [14.2664, -18.0991, 14.9160], [15.1000, -19.2925, 14.5285], [15.0922, -20.2977, 15.5400], [12.9062, -16.2742, 13.9932], [14.6047, -16.2910, 12.0587], [15.7879, -17.5264, 12.4922], [15.4948, -15.9269, 13.4348], [13.5210, -18.1434, 13.0146], [13.2860, -18.4181, 15.2699], [14.7865, -17.3879, 15.5576], [15.6965, -21.1439, 15.2131], [14.0734, -20.4790, 15.8824], [15.6912, -20.0059, 16.4026], [12.3857, -16.1390, 13.1383], [12.2628, -16.7355, 14.6204], [10.0027, -5.5923, 25.3088], [10.9630, -6.6980, 25.0228], [10.2651, -7.7421, 24.1595], [11.2098, -8.7973, 23.8954], [10.7613, -9.8379, 23.0691], [12.1229, -6.0546, 24.4293], [9.6026, -5.0544, 24.4494], [10.4904, -4.7701, 25.8324], [9.2756, -6.0852, 25.9541], [11.4774, -7.1548, 25.8683], [9.8491, -7.3544, 23.2296], [9.4406, -8.0231, 24.8147], [10.4197, -9.5323, 22.0801], [9.8905, -10.3253, 23.5074], [11.5552, -10.5283, 22.7842], [12.2604, -5.1356, 24.8251], [12.9543, -6.5581, 24.7038], [4.7075, -13.0430, 8.1813], [5.3515, -11.8265, 8.8991], [6.7076, -12.0830, 9.7001], [7.5650, -12.9288, 8.9004], [8.9527, -12.7966, 9.3212], [5.4193, -10.6736, 7.9796], [4.2093, -13.7937, 8.7948], [5.5187, -13.6094, 7.7239], [4.1046, -12.8522, 7.2934], [4.7077, -11.5058, 9.7182], [6.5459, -12.5748, 10.6593], [7.2374, -11.1345, 9.7895], [9.6162, -13.3084, 8.6241], [9.0421, -13.2252, 10.3194], [9.2532, -11.7494, 9.2870], [5.8149, -9.9268, 8.5326], [4.4637, -10.4200, 7.7733]], "atomic_forces_ev_per_a": [[-0.06, 0.76, 0.37], [1.59, 0.16, -0.59], [-2.17, -1.09, -1.22], [1.15, 0.66, 1.01], [0.67, -0.93, 0.01], [-1.81, -0.29, 0.58], [0.07, 0.16, 0.19], [-0.29, 0.25, 0.67], [-0.23, -0.04, 0.06], [0.09, 0.01, -0.96], [0.17, -0.34, -0.20], [0.00, 0.26, 0.82], [0.01, -0.43, -0.12], [-0.59, 0.30, -0.62], [0.50, 0.12, 0.46], [0.02, 0.43, -0.17], [0.85, 0.00, -0.27], [-0.07, -0.66, -0.05], [-0.54, 1.05, -0.13], [-0.80, -1.45, -0.15], [0.38, -0.33, 1.30], [-0.54, -0.46, -1.10], [1.27, 1.31, -0.32], [0.24, -0.19, 0.35], [-0.01, -0.32, 0.05], [0.96, -0.16, -0.03], [0.35, 0.86, -0.44], [0.21, 0.41, 0.23], [-0.56, 0.49, -0.17], [0.06, 0.01, 0.10], [0.17, 0.18, -0.37], [-0.32, 0.36, 0.00], [0.13, -0.58, 0.39], [-0.60, -0.60, 0.15], [0.40, -2.11, -0.24], [-0.67, 1.64, -0.65], [-1.08, 0.35, 0.53], [1.22, -0.42, 0.54], [0.19, -0.54, -0.52], [-0.71, -0.56, -0.01], [0.98, 0.08, 0.32], [-0.11, 0.28, 0.32], [-0.82, 0.92, 0.22], [0.14, -0.36, -0.32], [-0.22, -0.07, 0.40], [0.61, -0.18, -0.51], [-0.18, 0.21, -0.11], [0.49, 0.45, -0.27], [-0.34, -0.22, 0.30], [0.00, 0.36, -0.18], [0.11, 0.09, 0.25], [-0.89, 1.31, 1.63], [0.30, 0.20, -2.72], [-0.49, -0.27, 0.28], [0.19, -0.68, 0.66], [-0.28, -0.55, -0.79], [0.44, -0.52, 0.58], [0.51, 0.02, -0.05], [0.06, 0.06, -0.43], [-0.34, -0.65, 0.68], [-0.78, 0.98, -0.80], [0.17, -0.21, -0.43], [-0.09, -0.26, 0.51], [0.04, 0.46, 0.11], [0.05, -0.11, 0.14], [0.09, 0.32, -0.04], [0.20, -0.65, 0.81], [0.69, 0.58, -0.04], [0.74, 0.04, -0.63], [-0.18, -1.31, 0.11], [-1.74, -0.02, 1.16], [0.36, -1.02, 0.24], [-0.31, 0.74, -0.49], [-1.37, 0.46, -1.39], [0.21, 0.21, 0.03], [-0.43, 0.22, 0.26], [-0.06, -0.08, 0.26], [0.30, 0.33, 0.10], [0.24, 0.49, 0.18], [0.54, -0.30, 0.01], [0.08, 0.35, 0.12], [0.82, 0.06, -0.18], [0.07, 0.14, -0.19], [0.40, -0.10, 0.57], [0.36, -0.21, -0.19], [0.34, -0.35, -1.10], [-0.51, 0.49, 1.70], [0.18, -0.63, -1.96], [-0.09, 0.53, 1.03], [-0.97, -0.17, -0.76], [0.11, -0.08, 0.35], [-0.03, 0.09, 0.35], [-0.23, -0.30, 0.00], [0.10, 0.02, 0.09], [0.23, -0.05, -0.28], [0.39, 0.44, 0.48], [-0.54, -0.35, -0.39], [-0.04, -0.37, 0.37], [0.09, 0.28, -0.27], [0.69, -0.12, 0.11], [-0.49, 0.55, 0.06], [0.76, 0.01, 0.21], [-0.67, -1.23, 0.65], [1.07, 0.36, -1.19], [-1.01, -0.06, -0.73], [0.28, -0.88, 0.09], [0.17, 1.03, 0.31], [-0.62, -0.27, 1.29], [0.37, 0.35, 0.27], [-0.13, -0.54, -0.34], [0.12, 0.05, -0.20], [0.12, 0.47, 0.74], [0.65, 0.64, 0.02], [-0.69, -0.23, 0.67], [0.00, -0.07, -0.14], [-0.91, 0.30, -0.17], [0.50, -0.58, -1.07], [-0.22, 0.22, -0.49], [0.67, 0.32, -0.12], [0.04, 1.21, -0.72], [0.73, 0.20, -0.95], [-0.94, -0.47, 0.45], [-0.18, -0.94, -0.33], [-0.59, 0.64, 0.04], [-0.36, 0.09, 0.36], [0.34, 0.09, 0.07], [-0.08, 0.11, 0.73], [-0.24, -0.49, -0.13], [-0.13, 0.65, -0.28], [0.10, 0.08, -0.10], [0.16, -0.06, 0.74], [0.63, 0.19, 0.45], [0.39, -0.09, 0.27], [0.11, -0.66, -0.40], [-0.06, 0.55, -0.52], [0.04, -1.04, 0.21], [-1.74, 0.92, -0.97], [-0.56, -2.04, -0.93], [1.02, -2.23, 0.79], [-0.63, 0.33, 1.25], [-0.18, -0.37, -0.73], [1.96, 1.84, 0.90], [0.06, 0.03, 0.17], [0.46, 0.03, -0.05], [-0.31, -0.03, -0.08], [-0.16, -0.04, -0.34], [0.24, 0.41, 0.61], [-0.31, 1.35, -0.38], [-0.24, -0.39, 0.37], [0.05, 0.35, 0.00], [0.25, -0.09, -0.08], [-0.47, -0.71, -0.80], [0.53, 0.69, 0.33], [-1.03, -1.19, -0.56], [0.18, 2.14, -1.00], [0.06, -1.03, 1.09], [1.25, 0.71, -2.35], [0.11, -1.24, 2.37], [-0.46, -0.23, -0.15], [0.00, -0.11, 0.89], [-0.48, 0.59, -0.29], [0.80, -0.09, 0.50], [0.04, -0.48, -0.53], [0.11, 0.75, 0.58], [-0.17, -0.54, -0.19], [-0.63, -0.18, 0.70], [0.07, -0.04, -0.38], [0.43, 0.74, -0.55], [0.02, 0.29, -0.04], [0.06, -0.02, 0.24], [-1.14, -1.09, -0.35], [1.39, 2.34, 0.33], [0.04, -1.07, -2.19], [-0.01, -0.44, 1.86], [-0.84, -0.39, -0.84], [-0.14, -0.79, -0.49], [0.33, 0.06, -0.19], [-0.41, 0.12, 0.19], [0.37, 0.34, -0.14], [0.50, 0.03, -0.08], [0.11, -0.56, -0.28], [-0.23, 0.31, 0.88], [0.33, 0.15, -0.41], [-0.36, 0.07, 0.58], [0.29, -0.05, 0.07], [-0.30, 0.13, 0.40], [-0.10, 0.73, 0.44], [-0.79, -1.09, 0.48], [-0.28, -0.70, -0.51], [-0.10, 0.20, -0.56], [1.13, 0.16, -1.61], [-1.12, 0.04, 0.32], [-0.80, 0.34, 0.42], [0.36, 0.69, -0.25], [0.32, -0.52, -0.08], [-0.10, 0.37, 0.18], [0.10, 0.13, 1.16], [-0.06, 0.40, 0.04], [0.18, -0.01, 0.23], [0.82, -0.28, -0.50], [-0.01, 0.76, 0.70], [-0.09, 0.05, 0.18], [0.66, -0.09, 0.03], [-0.08, -0.40, -0.25], [-0.57, 2.40, -0.14], [0.19, 1.12, -0.78], [-0.87, -1.05, -0.68], [0.73, 0.64, -1.25], [-0.06, -1.51, 1.87], [-0.15, -2.14, 0.64], [-0.25, -0.71, 0.00], [0.12, -0.99, 0.27], [0.45, 0.33, 0.35], [0.23, 0.43, 0.22], [0.62, 0.57, 0.32], [-0.62, 0.21, 0.09], [-0.61, 0.13, -0.44], [0.25, -0.23, -0.90], [0.48, 0.29, 0.21], [-0.25, 0.53, 0.30], [0.33, 0.10, -0.10], [0.43, -0.02, 1.53], [-0.56, 0.77, -0.80], [1.15, -1.83, -1.37], [-1.22, 1.52, 0.89], [0.35, 0.13, -1.09], [-1.26, -0.11, 1.21], [-0.22, -0.12, -0.10], [0.67, -0.11, 0.12], [0.60, 0.07, 0.21], [-0.65, 0.03, -0.16], [-0.49, 0.29, 0.62], [-0.10, 0.13, 0.07], [0.79, -0.51, -0.38], [-0.04, 0.14, -0.67], [0.11, -0.03, 0.14], [0.03, 0.27, 0.09], [0.14, -0.51, -0.11], [-1.39, 1.36, -0.52], [1.40, -1.84, 1.42], [0.40, -0.59, -1.99], [-1.15, 1.50, 0.91], [0.71, 0.93, -0.02], [1.19, -0.75, -0.41], [0.38, 0.12, -0.65], [0.03, 0.08, 0.51], [0.68, -0.35, 0.27], [-0.78, 0.13, -0.46], [0.29, -0.37, 0.82], [0.17, -0.45, 0.52], [-0.76, -0.33, -0.62], [0.05, -0.54, -0.17], [-0.13, 0.63, 0.44], [-0.54, 0.33, -0.10], [-0.42, 0.14, 0.19], [-0.40, 0.08, 1.33], [1.51, 0.80, -1.16], [1.25, -0.43, 0.32], [-0.18, 0.50, 0.18], [-0.69, 0.08, -0.58], [1.10, 0.15, -1.37], [-0.31, -0.80, -0.36], [0.05, -0.25, 0.60], [-0.75, 0.85, -0.05], [-1.53, -0.57, 0.83], [0.13, 0.27, -0.13], [-0.34, -0.86, -0.18], [-0.19, 0.80, -0.19], [0.11, -0.50, 0.23], [0.20, -0.05, 0.85], [-0.18, 0.13, -0.02], [0.18, -0.19, -0.43], [1.52, -0.63, -0.26], [-0.42, -0.24, 1.01], [-0.28, -0.82, -2.69], [0.98, 0.43, 0.35], [-1.29, -0.18, -0.46], [0.77, -0.73, 0.19], [-0.16, 0.40, 0.38], [0.32, -0.06, 0.06], [-0.37, 0.75, 0.39], [-0.47, -0.24, 0.32], [-0.22, 0.26, 0.19], [-0.24, 0.32, 0.49], [-0.34, -0.31, -0.04], [0.32, 0.18, 0.17], [-0.02, 0.19, 0.35], [-0.10, 0.49, -0.12], [-0.09, 0.17, -0.13]], "mulliken_charge": [-0.9991, 0.3599, -0.8591, -0.0718, -0.8390, -0.7188, -0.1100, 0.2946, 0.4536, 0.3896, 0.3879, 0.3576, 0.1593, 0.3391, 0.3292, 0.2480, 0.2645, -1.3574, -0.0715, -0.6805, -0.3649, -0.6566, -0.4788, 0.2993, 0.3813, 0.3794, 0.5695, 0.3331, 0.3881, 0.3625, 0.3157, 0.2001, -0.0536, 0.3463, -1.6690, 0.9030, -0.9984, -0.2071, -0.8163, -0.6977, 0.3391, 0.3840, 0.4952, 0.1573, 0.2433, 0.4603, 0.3103, 0.3375, 0.2291, 0.2483, 0.2380, -1.5971, 0.8506, -0.9988, -0.0731, -0.5135, -0.8237, 0.4198, 0.1907, 0.3929, 0.1748, 0.3039, 0.5273, 0.1041, 0.4454, 0.0057, 0.3197, 0.3281, -0.8803, 0.5395, -1.2699, 0.1615, -0.4099, -0.7251, -0.0125, 0.2758, 0.2250, 0.2868, 0.3690, 0.5395, 0.2760, 0.3565, -0.3282, 0.2143, 0.2940, -1.6935, 0.7436, -0.7249, -0.3737, -0.6908, -0.7454, 0.4217, 0.4001, 0.3383, 0.3200, 0.3568, 0.3224, 0.2441, 0.2264, 0.3056, 0.2556, 0.2968, -1.5070, 0.7240, -0.5792, -0.3612, -0.3145, 0.6083, 0.3294, 0.4583, 0.0292, 0.0638, -0.1033, 0.7996, 0.4252, 0.2552, -0.2714, -0.1092, -0.0782, -0.9573, 0.7963, -0.5623, -0.4404, -0.4959, -0.7859, 0.5503, -0.0056, -0.0690, 0.3491, 0.3726, 0.1245, 0.0728, 0.2758, 0.3276, 0.2368, 0.2564, -1.7534, 1.2864, -0.7514, 0.0123, -1.1097, -0.6420, 0.4238, 0.4254, 0.4162, -0.6175, 0.4454, 0.2793, 0.3514, 0.3802, 0.3738, 0.2522, 0.3194, -1.2095, 1.4447, -0.6044, -0.2441, -0.2559, -0.6180, 0.3443, -0.2499, 0.1750, 0.0713, 0.3299, -0.2323, -0.2564, 0.1279, 0.4708, 0.2798, 0.2259, -1.4900, 0.4829, -1.2396, -0.2598, -0.8002, -0.1637, 0.1743, 0.3865, 0.4383, 0.2924, 0.5840, 0.5751, 0.3638, 0.2359, 0.2192, 0.0499, 0.1742, -1.8289, 1.4449, -0.9022, -0.3783, -0.7908, -0.3827, 0.2359, 0.4507, 0.3936, -0.5661, 0.6006, 0.5574, 0.2818, 0.2926, 0.2929, -0.0552, 0.3439, -1.1716, 0.6931, -0.9488, -0.0209, -0.8516, -0.7059, 0.3113, 0.3819, 0.0751, 0.0877, 0.2983, 0.4184, 0.3693, 0.0949, 0.4534, 0.2481, 0.2481, -0.2195, 1.2907, -1.1589, -0.2728, -0.8350, -0.6110, 0.0310, -0.5907, 0.5247, -0.6200, 0.3308, 0.4679, 0.2304, 0.3611, 0.2694, 0.3553, 0.2936, -1.2857, 1.0281, -0.7562, -0.4418, -0.6283, -0.4147, 0.1561, 0.2912, 0.2508, 0.0392, 0.3445, 0.2440, 0.3507, 0.2159, 0.2086, 0.2455, 0.1415, -1.4576, 0.4783, -0.3076, -0.3763, -0.7555, -0.7240, 0.2308, 0.4540, 0.4170, 0.2995, 0.0988, 0.2952, 0.2559, 0.3804, 0.3097, 0.1908, 0.2569, -1.2401, 0.4950, 0.3651, -0.5210, -0.5616, -0.6740, 0.0951, 0.2803, 0.4232, 0.1911, 0.3524, -0.3479, 0.3025, 0.2427, 0.1348, 0.1588, 0.2940], "energy_ha": -4912.30795, "e_above_lowest_kj_mol": 930.8, "charge": 0, "max_force_ev_per_a": 2.8, "gap_ha": 0.325, "homo_energy_ev": -8.55}